{
  "formula": "C2H7N2",
  "method": "wB97M-V/def2-TZVPD",
  "symbols": ["C", "C", "N", "N", "H", "H", "H", "H", "H", "H", "H"],
  "xyz": [[0.83, -0.66, 0.15], [-1.03, 0.78, 0.09], [1.27, 0.69, -0.26], [-0.55, -0.58, -0.36], [1.55, -1.29, -0.32], [0.74, -0.98, 1.27], [-1.19, 0.94, 1.22], [-1.47, 1.29, -0.72], [1.79, 1.37, 0.24], [-0.63, -0.41, -1.31], [-1.30, -1.15, 0.00]],
  "mulliken_charge": [-0.125, -0.496, -0.435, -0.115, 0.332, 0.294, 0.314, 0.339, 0.244, 0.315, 0.332],
  "homo_ev": [-15.6, -14.7],
  "de_lowest_kcal_mol": 130.5,
  "total_charge": 1
}